Entry i
Density functional theory data (wB97M-V/def2-TZVPD) for a molecular structure, C26H33AsGaN4OS2.

Lowest unoccupied orbital energy   -10.2426 eV
HOMO-LUMO gap   5.515 eV
Net charge   +3

```
68
C26H33AsGaN4OS2 wB97M-V/def2-TZVPD
Ga -0.813 1.107 0.265
C -4.877 2.659 3.321
C -3.475 3.123 2.936
N -3.052 4.319 3.272
N -1.846 4.525 2.605
C -1.602 3.500 1.800
S -0.349 3.381 0.708
N -2.534 2.561 2.059
N -2.608 1.275 1.331
H -5.042 1.554 3.335
H -5.681 3.159 2.712
H -4.981 2.933 4.412
H -1.336 5.391 2.553
H -2.799 0.501 1.991
H -3.304 1.268 0.596
O -1.074 0.278 -1.471
S -1.484 1.447 -2.529
C -0.321 1.562 -3.921
C 1.172 1.440 -3.646
C 1.978 2.584 -3.460
C 3.274 2.468 -3.115
C 3.848 1.208 -2.907
C 3.095 0.042 -3.118
C 1.750 0.167 -3.480
C -2.879 0.550 -3.365
C -2.755 -0.918 -3.591
C -3.799 -1.733 -3.060
C -3.829 -3.081 -3.320
C -2.944 -3.596 -4.291
C -1.888 -2.861 -4.737
C -1.814 -1.502 -4.379
H -0.539 2.570 -4.349
H -0.456 0.846 -4.747
H 1.548 3.589 -3.552
H 3.874 3.360 -2.933
H 4.887 1.131 -2.532
H 3.574 -0.924 -2.985
H 1.175 -0.709 -3.608
H -3.139 1.091 -4.302
H -3.748 0.773 -2.615
H -4.580 -1.330 -2.410
H -4.544 -3.730 -2.785
H -3.126 -4.643 -4.624
H -1.085 -3.247 -5.329
H -0.928 -0.929 -4.706
C 0.495 -2.794 2.116
As 0.683 -0.835 1.857
C 2.290 -0.692 0.677
C 1.540 -0.065 3.581
C 2.651 -0.946 4.073
C 2.494 -1.951 5.032
C 3.420 -2.971 5.165
C 4.651 -2.810 4.542
C 4.872 -1.747 3.645
C 3.902 -0.742 3.478
H 0.965 -3.250 1.244
H -0.592 -3.044 2.134
H 1.080 -3.109 2.960
H 2.922 -1.523 1.125
H 2.752 0.296 0.852
H 2.016 -0.882 -0.363
H 0.692 -0.028 4.276
H 1.915 0.944 3.371
H 1.573 -1.983 5.624
H 3.300 -3.816 5.861
H 5.451 -3.575 4.650
H 5.823 -1.792 3.128
H 4.159 0.155 2.941
```

Entry ii
Density functional theory data (wB97M-V/def2-TZVPD) for a molecular structure, C26H33AsGaN4OS2.

Lowest unoccupied orbital energy (alpha / beta)   -11.5575 / -10.8778 eV
HOMO-LUMO gap (alpha / beta)   4.640 / 5.317 eV
Net charge   +3

```
68
C26H33AsGaN4OS2 wB97M-V/def2-TZVPD
Ga 15.949 11.398 8.381
C 15.392 16.737 9.851
C 15.361 15.396 10.491
N 15.101 15.267 11.777
N 15.055 13.925 11.990
C 15.301 13.213 10.876
S 15.297 11.550 10.761
N 15.479 14.120 9.898
N 15.654 13.802 8.535
H 15.522 17.492 10.635
H 14.417 16.942 9.365
H 16.229 16.814 9.129
H 14.903 13.483 12.910
H 14.846 14.034 7.958
H 16.507 14.248 8.160
O 17.201 9.849 9.099
S 18.543 9.083 9.014
C 19.650 9.663 7.628
C 19.153 10.710 6.695
C 18.085 10.420 5.819
C 17.486 11.441 5.084
C 17.967 12.760 5.141
C 19.094 13.037 5.907
C 19.668 12.011 6.703
C 19.393 9.731 10.468
C 19.910 11.140 10.436
C 19.031 12.214 10.413
C 19.486 13.528 10.208
C 20.843 13.787 10.064
C 21.739 12.712 10.217
C 21.289 11.404 10.388
H 19.807 8.707 7.066
H 20.595 9.974 8.088
H 17.698 9.416 5.776
H 16.672 11.181 4.425
H 17.451 13.542 4.570
H 19.482 14.035 5.953
H 20.488 12.269 7.337
H 20.254 9.065 10.655
H 18.644 9.605 11.260
H 17.961 12.040 10.573
H 18.757 14.313 10.125
H 21.227 14.803 9.900
H 22.815 12.858 10.152
H 22.013 10.605 10.470
C 10.754 10.659 8.762
As 12.455 10.077 7.833
C 11.655 10.109 6.028
C 12.002 8.114 8.107
C 10.755 7.428 7.614
C 9.630 7.278 8.420
C 8.424 6.781 7.905
C 8.318 6.395 6.563
C 9.480 6.446 5.777
C 10.671 6.940 6.292
H 9.959 9.989 8.398
H 10.552 11.711 8.499
H 10.824 10.538 9.852
H 10.695 9.560 6.023
H 12.324 9.655 5.269
H 11.491 11.174 5.748
H 12.098 8.007 9.205
H 12.852 7.635 7.603
H 9.645 7.592 9.462
H 7.568 6.751 8.576
H 7.370 6.083 6.128
H 9.471 6.138 4.748
H 11.555 6.992 5.675
```

Top of the stability list: entry ii, leading by 3.4 kcal/mol.

Entry i
Density functional theory data (wB97M-V/def2-TZVPD) for C4H6OS in the gas phase.

Lowest unoccupied orbital energy   0.9235 eV
HOMO-LUMO gap   9.708 eV
Structure (SMILES)   C1OC[C@H]2S[C@@H]12
Net charge   0

```
12
C4H6OS wB97M-V/def2-TZVPD
C 1.002 1.150 0.008
C 0.974 -1.162 0.064
C -0.267 -0.699 0.718
C -0.322 0.762 0.697
H 1.729 1.420 0.776
H 0.909 1.991 -0.728
H 1.740 -1.447 0.782
H 0.885 -1.955 -0.686
H -0.755 -1.225 1.533
H -0.801 1.396 1.433
O 1.445 -0.013 -0.634
S -1.475 -0.023 -0.435
```

Entry ii
Density functional theory data (wB97M-V/def2-TZVPD) for C4H6OS in the gas phase.

Lowest unoccupied orbital energy   0.0290 eV
HOMO-LUMO gap   8.613 eV
Structure (SMILES)   OC1CC(=S)C1
Net charge   0

```
12
C4H6OS wB97M-V/def2-TZVPD
C 0.196 -0.454 -0.628
C -0.715 0.780 -0.458
C -0.869 0.399 1.015
C 0.449 -0.397 0.869
H 1.916 -0.885 -1.479
H -0.408 -1.302 -0.862
H -0.090 1.642 -0.457
H -1.539 0.957 -1.204
H 0.636 -1.227 1.560
H 1.266 0.341 1.097
O 1.194 -0.253 -1.566
S -2.036 0.399 2.114
```

Entry iii
Density functional theory data (wB97M-V/def2-TZVPD) for 2 unconnected molecules or ions with the total composition C4H6OS.

Lowest unoccupied orbital energy   0.8381 eV
HOMO-LUMO gap   10.279 eV
Net charge   0

```
12
C4H6OS wB97M-V/def2-TZVPD
C 1.753 -2.882 -0.452
C 1.470 -2.249 -1.438
C -1.336 0.185 -1.069
C -2.055 0.800 0.093
O -0.897 -1.472 1.142
S -0.490 -0.167 0.547
H 2.020 -3.599 0.253
H -0.744 0.887 -1.666
H 1.468 -1.446 -2.189
H -1.704 -0.642 -1.751
H -2.992 0.311 0.391
H -2.123 1.812 0.020
```

Top of the stability list: entry i, leading by 12.9 kcal/mol.

Entry i
Density functional theory data (wB97M-V/def2-TZVPD) for C4H6OS in the gas phase.

Lowest unoccupied orbital energy   0.7027 eV
HOMO-LUMO gap   10.337 eV
Structure (SMILES)   C=CCC(=O)S
Net charge   0

```
12
C4H6OS wB97M-V/def2-TZVPD
C 0.404 0.086 -1.614
C 0.065 -0.896 -0.442
C -0.733 -0.224 0.557
C -0.284 0.160 1.738
H 0.678 1.947 -0.191
H 1.013 -1.279 -0.132
H -0.571 -1.678 -0.971
H -1.772 -0.223 0.500
H 0.829 0.212 2.132
H -0.955 0.537 2.532
O 0.203 -0.322 -2.742
S 1.124 1.677 -1.367
```

Entry ii
Density functional theory data (wB97M-V/def2-TZVPD) for 2 unconnected molecules or ions with the total composition C4H6OS.

Lowest unoccupied orbital energy   0.8707 eV
HOMO-LUMO gap   9.525 eV
Net charge   0

```
12
C4H6OS wB97M-V/def2-TZVPD
C -1.146 -0.395 -1.157
C 1.532 -0.033 0.901
C -1.187 0.350 0.032
C 0.696 1.030 0.512
O -1.358 -1.070 0.133
S 1.896 0.776 -0.682
H -2.003 -0.297 -1.842
H -0.154 -0.496 -1.569
H 2.266 0.250 1.733
H 1.206 -1.116 0.740
H -2.009 1.137 0.010
H 0.569 1.906 1.086
```

Top of the stability list: entry i, leading by 72.7 kcal/mol.

Entry i
Density functional theory data (wB97M-V/def2-TZVPD) for C4H6OS in the gas phase.

Lowest unoccupied orbital energy   -0.3111 eV
HOMO-LUMO gap   8.572 eV
Structure (SMILES)   S=CC[C@H]1CO1
Net charge   0

```
12
C4H6OS wB97M-V/def2-TZVPD
C 0.856 -0.308 0.833
C -0.072 0.639 0.092
C -0.997 -0.227 -0.712
C -2.485 -0.450 -0.468
H 0.493 -1.066 1.529
H 0.515 1.217 -0.606
H -0.682 1.161 0.813
H -0.686 -0.963 -1.477
H -2.914 -1.424 -0.827
H -3.058 -0.111 0.415
O -2.044 0.495 -1.452
S 2.430 -0.044 0.831
```

Entry ii
Density functional theory data (wB97M-V/def2-TZVPD) for C4H6OS in the gas phase.

Lowest unoccupied orbital energy   -0.5582 eV
HOMO-LUMO gap   8.466 eV
Structure (SMILES)   CC(=O)CC=S
Net charge   0

```
12
C4H6OS wB97M-V/def2-TZVPD
C 0.966 -1.213 -1.455
C -0.449 -0.618 -1.195
C -0.857 -0.416 0.218
C -0.152 0.816 0.602
H 1.743 -0.479 -1.097
H 1.085 -1.432 -2.506
H 1.095 -2.126 -0.886
H -0.582 -1.168 0.962
H -1.856 -0.161 0.393
H -0.413 1.655 -0.046
O -1.272 -0.505 -2.064
S 0.753 1.021 1.917
```

Top of the stability list: entry ii, leading by 31.2 kcal/mol.

Entry i
Density functional theory data (wB97M-V/def2-TZVPD) for 2 unconnected molecules or ions with the total composition C4H6OS.

Lowest unoccupied orbital energy (alpha / beta)   0.3952 / 0.3954 eV
HOMO-LUMO gap (alpha / beta)   9.355 / 9.356 eV
Net charge   0

```
12
C4H6OS wB97M-V/def2-TZVPD
C -1.038 1.319 1.247
C -1.014 0.927 0.047
C -0.731 -1.157 -0.631
C 0.630 -1.576 -0.933
O -1.927 -3.344 -0.963
S -2.130 -1.955 -0.500
H -1.353 2.344 1.531
H -1.167 0.747 2.110
H -0.637 1.286 -0.933
H 1.223 -1.289 -0.141
H 1.106 -1.086 -1.884
H 0.718 -2.774 -1.086
```

Entry ii
Density functional theory data (wB97M-V/def2-TZVPD) for C4H6OS in the gas phase.

Lowest unoccupied orbital energy   -0.3423 eV
HOMO-LUMO gap   9.082 eV
Structure (SMILES)   O=C/C=C/CS
Net charge   0

```
12
C4H6OS wB97M-V/def2-TZVPD
C 0.614 -1.267 -0.758
C 0.608 0.203 -0.277
C -0.502 0.950 0.074
C -0.426 2.369 0.342
H 0.123 -1.821 1.414
H 1.687 -1.623 -0.787
H 0.208 -1.420 -1.762
H 1.629 0.645 -0.426
H -1.312 0.358 0.363
H -1.283 2.834 0.877
O 0.470 3.108 -0.055
S -0.411 -2.335 0.280
```

Entry iii
Density functional theory data (wB97M-V/def2-TZVPD) for C4H6OS in the gas phase.

Lowest unoccupied orbital energy   -0.9733 eV
HOMO-LUMO gap   7.898 eV
Structure (SMILES)   CC(=O)C(C)=S
Net charge   0

```
12
C4H6OS wB97M-V/def2-TZVPD
C 0.366 0.894 1.723
C -0.366 0.334 0.496
C 0.500 -0.235 -0.701
C -0.417 -0.959 -1.688
H 0.987 1.718 1.443
H 0.859 0.059 2.283
H -0.440 1.276 2.362
H -1.373 -0.416 -1.703
H 0.009 -0.917 -2.689
H -0.639 -1.978 -1.275
O -1.563 0.313 0.507
S 2.078 -0.090 -0.758
```

Entry iv
Density functional theory data (wB97M-V/def2-TZVPD) for C4H6OS in the gas phase.

Lowest unoccupied orbital energy   -0.1021 eV
HOMO-LUMO gap   8.505 eV
Structure (SMILES)   OC1CC(=S)C1
Net charge   0

```
12
C4H6OS wB97M-V/def2-TZVPD
C 0.775 0.089 0.264
C -0.695 -0.029 0.826
C -1.185 0.238 -0.606
C 0.179 0.030 -1.190
H 1.928 -0.706 1.548
H 1.123 1.108 0.456
H -1.151 -0.988 1.167
H -1.044 0.709 1.562
H 0.607 0.740 -1.874
H 0.336 -0.993 -1.588
O 1.754 -0.872 0.617
S -2.626 0.672 -1.180
```

Top of the stability list: entry iii, leading by 14.5 kcal/mol.